No. 1
This record from the Open Molecules 2025 dataset describes a molecular structure, C34H59Br9Cl8NO10 at a distorted geometry. The level of theory is ωB97M-V/def2-TZVPD.

Calculated values
Frontier orbital gap   1.8600 eV
Total charge   -1
ΔE to the lowest compared entry with this formula, charge and spin   90.7 kcal/mol
E_LUMO   0.347 eV
E_tot   -788734.725 eV
HOMO   -1.5 eV

Each line ends with the Mulliken charge.
CARTESIAN COORDINATES (ANGSTROEM)
C1 -0.832 1.804 3.057  -0.23
C2 -0.423 2.344 1.680  0.40
C3 0.169 1.186 0.824  -0.95
C4 -0.924 0.215 0.389  0.50
N1 -0.471 -1.236 0.036  0.84
C5 -1.696 -2.056 -0.358  0.60
C6 -1.383 -3.505 0.043  0.06
C7 -0.279 -3.443 1.108  -0.40
C8 0.122 -1.986 1.270  -0.71
C9 0.498 -1.048 -1.157  -0.64
H1 -0.039 1.448 3.714  0.14
H2 -1.528 1.009 2.787  0.02
H3 -1.360 2.596 3.588  -0.01
H4 0.384 3.070 1.776  -0.65
H5 -1.308 2.793 1.230  0.43
H6 0.933 0.726 1.449  0.46
H7 0.745 1.545 -0.030  0.17
H8 -1.418 0.685 -0.461  -0.41
H9 -1.717 0.037 1.116  0.07
H10 -1.752 -1.928 -1.439  0.02
H11 -2.643 -1.714 0.059  -0.45
H12 -1.112 -4.075 -0.846  -0.10
H13 -2.283 -3.921 0.496  0.37
H14 0.584 -4.079 0.910  -0.32
H15 -0.658 -3.860 2.041  0.37
H16 1.189 -1.846 1.444  0.60
H17 -0.427 -1.590 2.124  0.13
H18 0.783 -2.032 -1.531  0.45
H19 1.396 -0.538 -0.808  0.21
H20 -0.042 -0.449 -1.890  -0.24
O1 4.548 0.351 -0.856  -0.79
C10 4.674 -0.844 -0.053  -0.52
C11 4.236 -2.324 -0.646  0.37
O2 4.525 -2.479 -2.050  -0.93
H21 4.149 -0.791 0.901  -0.05
H22 5.645 -0.876 0.441  0.38
H23 3.183 -2.588 -0.541  -0.49
H24 4.785 -3.100 -0.113  0.32
O3 2.735 1.646 4.669  -0.59
C12 3.926 1.930 4.862  0.40
O4 4.799 1.883 3.826  -0.23
C13 6.039 2.333 4.311  -0.34
C14 6.021 2.533 5.820  -0.69
C15 4.622 2.155 6.196  0.05
H25 6.246 3.366 4.031  0.23
H26 6.892 1.746 3.968  0.33
H27 6.145 3.591 6.050  0.28
H28 6.739 1.972 6.418  0.28
H29 4.040 2.966 6.635  -0.04
H30 4.525 1.289 6.851  0.30
O5 -3.553 -2.973 -2.850  -0.35
C16 -3.416 -2.941 -4.048  0.43
O6 -4.231 -3.713 -4.891  -0.40
C17 -3.934 -3.555 -6.310  -0.45
C18 -2.587 -2.911 -6.240  -0.63
C19 -2.458 -2.181 -4.929  0.20
H31 -4.712 -2.898 -6.700  0.26
H32 -3.915 -4.530 -6.796  0.28
H33 -2.358 -2.282 -7.101  0.38
H34 -1.882 -3.738 -6.150  0.20
H35 -2.846 -1.165 -4.999  0.28
H36 -1.393 -2.224 -4.699  -0.07
O7 0.758 8.227 1.335  -0.61
C20 1.315 7.326 1.848  0.59
O8 0.716 6.637 2.766  -0.34
C21 1.574 5.571 3.246  -0.13
C22 2.451 5.294 2.011  0.16
C23 2.709 6.720 1.563  -0.66
H37 1.002 4.713 3.600  0.03
H38 2.163 5.793 4.136  0.18
H39 1.838 4.725 1.312  -0.24
H40 3.236 4.633 2.377  0.45
H41 3.066 6.913 0.551  0.31
H42 3.411 7.283 2.179  0.30
O9 -3.796 1.822 0.130  -0.66
C24 -4.303 1.296 -0.889  0.41
O10 -4.272 -0.041 -1.035  -0.07
C25 -4.890 -0.365 -2.304  0.40
C26 -5.744 0.859 -2.740  -0.70
C27 -5.035 1.975 -2.080  -0.25
H43 -5.540 -1.239 -2.276  0.49
H44 -4.150 -0.439 -3.101  -0.67
H45 -6.790 0.769 -2.447  0.32
H46 -5.783 0.981 -3.822  0.34
H47 -5.777 2.620 -1.609  0.36
H48 -4.293 2.466 -2.709  0.05
C28 3.029 3.351 -1.288  0.08
Cl1 1.756 4.431 -1.711  -0.20
Cl2 4.633 4.190 -1.526  -0.20
H49 2.832 2.954 -0.292  -0.03
H50 2.986 2.527 -1.999  0.33
C29 3.196 -6.174 -1.490  0.17
Cl3 4.322 -7.589 -1.152  -0.22
Cl4 1.902 -5.995 -0.273  -0.19
H51 3.851 -5.306 -1.417  0.07
H52 2.708 -6.223 -2.464  0.12
C30 1.669 -3.641 -4.328  -0.16
Cl5 0.416 -4.537 -3.487  -0.08
Cl6 1.398 -3.421 -6.062  -0.20
H53 1.667 -2.676 -3.820  0.07
H54 2.636 -4.125 -4.190  0.39
C31 -0.772 2.287 -3.663  -0.13
Cl7 -1.750 3.678 -4.295  -0.18
Cl8 -1.826 0.871 -3.356  0.02
H55 -0.035 2.091 -4.442  0.39
H56 -0.310 2.578 -2.720  -0.15
C32 -4.903 -1.392 2.492  -0.22
Br1 -2.946 -1.512 3.122  0.07
Br2 -6.174 -1.277 4.025  -0.05
Br3 -5.266 -2.955 1.305  -0.04
H57 -4.987 -0.459 1.935  0.25
C33 -3.434 -6.579 -2.561  0.56
Br4 -4.763 -7.074 -1.230  -0.05
Br5 -3.977 -6.825 -4.441  -0.06
Br6 -1.893 -7.690 -2.134  -0.04
H58 -3.042 -5.565 -2.486  -0.49
C34 -0.466 3.491 6.816  0.17
Br7 -1.502 2.565 8.274  -0.07
Br8 1.199 4.381 7.440  -0.06
Br9 -1.678 4.527 5.615  -0.06
H59 -0.046 2.753 6.132  -0.01

---

No. 2
This record from the Open Molecules 2025 dataset describes a molecular structure, C34H60BKN10P at a distorted geometry. The level of theory is ωB97M-V/def2-TZVPD.

Calculated values
Frontier orbital gap   7.2575 eV
Total charge   +1
ΔE to the lowest compared entry with this formula, charge and spin   32.6 kcal/mol
E_LUMO   -2.679 eV
E_tot   -77419.382 eV
HOMO   -9.9 eV

Each line ends with the Mulliken charge.
CARTESIAN COORDINATES (ANGSTROEM)
K1 -1.111 0.247 -0.836  1.42
C1 -1.332 3.198 -2.029  0.03
C2 0.093 3.760 -2.071  0.85
C3 0.171 5.129 -1.390  -1.45
C4 1.139 2.836 -1.495  -0.74
C5 2.526 3.029 -1.539  -0.95
C6 3.079 1.915 -0.947  -0.39
C7 4.573 1.824 -0.679  0.08
C8 5.228 0.475 -0.401  -1.31
C9 4.933 2.806 0.447  -1.44
N1 2.051 1.098 -0.572  1.10
N2 0.860 1.689 -0.899  -0.05
B1 2.057 -0.468 -0.403  0.39
N3 1.086 -1.032 0.745  1.73
N4 -0.073 -1.640 0.364  -0.37
C10 -0.493 -2.395 1.363  -0.91
C11 0.379 -2.246 2.464  -0.31
C12 1.376 -1.395 2.027  -0.68
C13 2.593 -0.984 2.812  0.03
C14 2.891 0.510 2.718  -1.05
C15 3.814 -1.847 2.466  -1.32
C16 -1.611 -3.385 1.173  1.10
C17 -2.366 -3.624 2.478  -1.71
C18 -2.530 -3.014 0.016  -0.75
N5 1.644 -1.115 -1.768  0.31
N6 0.423 -0.853 -2.318  0.27
C19 0.339 -1.543 -3.440  -0.34
C20 1.527 -2.268 -3.653  -1.15
C21 2.327 -1.973 -2.569  0.15
C22 3.721 -2.463 -2.297  1.51
C23 3.776 -3.991 -2.336  -1.65
C24 4.701 -1.860 -3.308  -1.65
C25 -0.911 -1.544 -4.290  0.45
C26 -2.002 -0.600 -3.767  -0.96
C27 -1.462 -2.967 -4.412  -1.26
H1 -2.037 3.922 -2.441  0.57
H2 -1.627 2.981 -0.998  -0.27
H3 -1.401 2.287 -2.630  -0.68
H4 0.353 3.902 -3.125  0.41
H5 -0.077 5.043 -0.330  0.27
H6 -0.516 5.840 -1.859  0.38
H7 1.177 5.544 -1.457  0.40
H8 3.068 3.865 -1.954  0.58
H9 5.027 2.209 -1.597  0.75
H10 4.945 0.078 0.574  0.17
H11 6.311 0.615 -0.396  0.59
H12 4.994 -0.269 -1.158  -0.12
H13 4.463 2.505 1.385  0.21
H14 4.603 3.818 0.214  0.41
H15 6.014 2.822 0.601  0.43
H16 3.156 -0.803 -0.117  -1.17
H17 0.336 -2.722 3.432  0.49
H18 2.335 -1.208 3.851  0.49
H19 3.046 0.823 1.688  -0.13
H20 3.788 0.756 3.289  0.44
H21 2.063 1.103 3.116  0.41
H22 4.078 -1.770 1.413  0.04
H23 3.615 -2.897 2.685  0.37
H24 4.677 -1.534 3.058  0.42
H25 -1.132 -4.332 0.902  0.34
H26 -2.765 -2.685 2.877  0.31
H27 -1.717 -4.047 3.245  0.41
H28 -3.201 -4.313 2.333  0.42
H29 -3.060 -2.076 0.210  -0.18
H30 -3.279 -3.791 -0.150  0.51
H31 -1.962 -2.883 -0.907  -0.06
H32 1.771 -2.913 -4.483  0.53
H33 4.010 -2.143 -1.297  -0.76
H34 3.514 -4.364 -3.328  0.31
H35 3.082 -4.430 -1.618  0.34
H36 4.783 -4.343 -2.101  0.46
H37 4.462 -2.204 -4.317  0.39
H38 5.726 -2.159 -3.080  0.41
H39 4.652 -0.770 -3.312  0.38
H40 -0.629 -1.206 -5.291  0.43
H41 -2.339 -0.931 -2.778  -0.08
H42 -2.864 -0.606 -4.433  0.56
H43 -1.617 0.421 -3.703  -0.08
H44 -1.757 -3.345 -3.429  0.17
H45 -0.715 -3.650 -4.816  0.36
H46 -2.336 -2.993 -5.066  0.44
C28 -4.032 -0.016 4.096  -0.81
N7 -3.190 1.128 3.516  0.14
C29 -4.071 2.389 3.440  -0.61
N8 -5.264 2.136 2.707  0.16
C30 -6.006 1.027 3.303  -0.97
N9 -5.219 -0.204 3.340  0.18
C31 -4.963 -0.732 1.992  -0.83
P1 -3.986 0.426 0.910  0.34
C32 -2.645 0.758 2.167  -1.03
C33 -5.019 1.927 1.268  -0.71
H47 -4.264 0.274 5.120  0.36
H48 -3.402 -0.904 4.089  0.32
H49 -2.410 1.311 4.147  0.40
H50 -3.464 3.158 2.968  0.13
H51 -4.299 2.651 4.473  0.40
H52 -6.908 0.851 2.720  0.40
H53 -6.294 1.296 4.320  0.35
H54 -5.920 -0.929 1.506  0.51
H55 -4.444 -1.686 2.066  0.27
H56 -1.987 1.563 1.834  0.87
H57 -2.045 -0.152 2.286  0.34
H58 -5.979 1.815 0.761  0.49
H59 -4.532 2.808 0.854  0.17
N10 -2.722 5.602 0.580  -0.05
C34 -2.629 4.532 1.013  -0.19
H60 -2.736 6.515 0.172  0.26

---

The highest total charge belongs to which entry?
C34H60BKN10P

---

Number 1 is which compound?
C34H59Br9Cl8NO10